[1]
This record from the Open Molecules 2025 dataset describes C24H24BCsN9O2 as an isolated structure. The level of theory is ωB97M-V/def2-TZVPD.

ΔE to the lowest compared entry with this formula, charge and spin: 0.0 kcal per mole
Gap between HOMO and LUMO (spin up / spin down): 0.314 / 0.193 hartree
Lowest unoccupied orbital energy (spin up / spin down): 0.0015 / -0.1190 Ha
Expectation value of S²: 0.758

```
! wB97M-V def2-TZVPD RIJCOSX def2/J DEFGRID3
* xyz 0 2
Cs 0.13943 -0.72650 -0.11509
C -0.57415 3.88039 -1.27205
C -0.19466 3.39167 0.05639
C -0.92622 3.38850 1.26438
C -0.10892 2.79777 2.15988
N 1.09334 2.45419 1.48695
N 1.05783 2.81004 0.26398
B 2.36995 1.90514 2.29327
N 3.39679 1.30682 1.33837
C 4.73144 1.21602 1.52737
C 5.24069 0.36716 0.57793
C 4.11462 -0.04930 -0.16159
C 4.06452 -0.99040 -1.32141
N 3.01243 0.51035 0.31011
N 1.77804 0.89451 3.25521
C 2.17166 0.52457 4.48802
C 1.38868 -0.53092 4.88353
C 0.50203 -0.74792 3.80515
C -0.60331 -1.74494 3.67570
N 0.75849 0.10826 2.82549
N 2.93387 3.12102 3.00348
C 3.75496 4.07694 2.50233
C 3.75062 5.13816 3.36530
C 2.84688 4.75724 4.38867
C 2.44457 5.52540 5.60431
N 2.35599 3.55564 4.15909
H -1.18442 4.77992 -1.19614
H 0.29935 4.05044 -1.89616
H -1.20710 3.10068 -1.71557
H -1.92878 3.74552 1.41863
H -0.20684 2.57363 3.20791
H 5.22155 1.75137 2.32340
H 6.27059 0.08940 0.43269
H 4.81634 -0.73256 -2.06747
H 4.25246 -2.01835 -1.00620
H 3.08903 -0.95071 -1.80521
H 2.95282 1.05889 5.00224
H 1.42550 -1.05754 5.82189
H -1.23173 -1.74331 4.56635
H -1.24524 -1.51283 2.82497
H -0.20959 -2.75656 3.55780
H 4.27401 3.93185 1.56915
H 4.31040 6.05377 3.27997
H 2.04180 6.50338 5.33827
H 1.68728 4.96961 6.15385
H 3.29776 5.69167 6.26384
O -4.16831 -1.90613 1.76048
C -3.96008 -0.90923 1.10316
N -2.74523 -0.53422 0.55284
C -2.90990 0.63518 -0.09068
O -2.01889 1.27796 -0.68286
C -4.33827 1.09988 0.01470
C -4.98770 2.21996 -0.45869
C -6.34147 2.35248 -0.15118
C -7.00138 1.38713 0.60371
C -6.33138 0.25836 1.07351
C -4.99468 0.13956 0.76104
H -4.46745 2.96327 -1.05005
H -6.89091 3.21632 -0.50370
H -8.05222 1.51909 0.82868
H -6.83543 -0.49686 1.66259
*
```

***

[2]
This record from the Open Molecules 2025 dataset describes C4H22BO19 as an isolated structure at a distorted geometry. The level of theory is ωB97M-V/def2-TZVPD.

ΔE to the lowest compared entry with this formula, charge and spin: 68.9 kcal per mole
Gap between HOMO and LUMO: 0.318 hartree
Lowest unoccupied orbital energy: 0.0531 Ha

```
! wB97M-V def2-TZVPD RIJCOSX def2/J DEFGRID3
* xyz -1 1
O 0.47426 2.18380 -3.12717
C -0.16874 1.43280 -2.43817
O -0.22274 0.19480 -2.67817
B -0.31474 -0.53720 -1.37317
O -0.42674 0.57780 -0.43017
C -0.42174 1.69080 -1.02617
O -0.20374 2.80080 -0.48017
O 0.87226 -1.36720 -1.12817
C 0.46426 -2.51520 -1.11917
O 1.25726 -3.47920 -1.08617
C -0.94774 -2.55120 -1.01617
O -1.46274 -1.44520 -1.27417
O -1.65974 -3.48120 -0.69617
O -3.23274 -1.58420 0.95683
H -2.31074 -1.51320 1.18683
H -3.16174 -2.16720 0.22683
O -1.80074 4.60980 0.29083
H -1.79974 5.33880 -0.33517
H -1.10274 4.01780 -0.04817
O 1.91026 3.67280 1.26083
H 1.70126 3.44680 0.38083
H 2.60226 3.06880 1.56983
O -2.69374 -5.05020 1.41783
H -2.28374 -5.90920 1.66283
H -2.16074 -4.73320 0.68483
O 2.46026 -0.45520 0.76083
H 3.04826 0.20880 0.37883
H 2.31526 -1.15920 0.14283
O -3.25174 1.35280 -1.35117
H -3.20274 1.38280 -0.38817
H -3.48074 0.42180 -1.44817
O -0.25574 4.20680 2.66583
H 0.46126 3.90680 2.09383
H -0.95874 4.39780 2.01083
O 3.65126 -2.81920 0.16383
H 2.90726 -2.98220 -0.34217
H 3.63126 -3.53320 0.82183
O -0.31974 1.09780 2.34383
H -0.10274 1.33280 1.42983
H 0.18426 1.55280 3.04483
O 0.59826 -5.39920 0.66183
H 0.61826 -4.87020 1.42083
H 1.01426 -4.78920 0.03283
O 2.60926 3.52680 -1.78817
H 3.10126 2.74380 -1.49217
H 2.06526 3.17380 -2.54417
*
```

***

[3]
This record from the Open Molecules 2025 dataset describes one molecule with the formula C13H14O2 at a distorted geometry. The level of theory is ωB97M-V/def2-TZVPD.

ΔE to the lowest compared entry with this formula, charge and spin: 101.8 kcal per mole
SMILES: C\C(O)=C/C=C\C=C(/O)c1ccccc1
Gap between HOMO and LUMO: 0.284 hartree
Lowest unoccupied orbital energy: 0.0126 Ha

```
! wB97M-V def2-TZVPD RIJCOSX def2/J DEFGRID3
* xyz 0 1
C -3.97663 0.00919 -0.42933
C -3.08546 0.28866 -1.41962
C -3.52513 -0.08280 0.90108
C -1.74352 0.55055 -1.12511
C -2.21211 0.28556 1.21295
C -1.27761 0.68895 0.18337
C 2.30163 1.86137 -0.32352
C 2.88607 0.73398 -0.73883
C 0.84481 1.92723 -0.30620
C 1.87620 -0.27376 -1.06738
C 0.10293 0.99866 0.45068
C 1.48877 -1.08904 -0.10568
C 2.22977 -1.42400 1.14152
O 0.59048 0.64491 1.68691
O 0.57039 -2.06794 -0.29346
H -4.99705 -0.20599 -0.81046
H -3.44036 0.22607 -2.48806
H -4.20601 -0.46250 1.62953
H -1.02642 0.87509 -1.82121
H -2.14497 0.43925 2.18483
H 3.03875 2.61122 -0.02764
H 3.96352 0.64138 -0.81454
H 0.43864 2.44417 -1.20294
H 1.56580 -0.26225 -2.12024
H 1.53892 -2.10497 1.71444
H 2.45615 -0.53242 1.79777
H 3.14337 -2.01702 0.87819
H 0.00623 -0.21464 1.91459
H 0.27964 -2.20297 -1.23287
*
```

***

[4]
This record from the Open Molecules 2025 dataset describes one molecule with the formula C19H19N3O3 at a distorted geometry. The level of theory is ωB97M-V/def2-TZVPD.

ΔE to the lowest compared entry with this formula, charge and spin: 474.5 kcal per mole
SMILES: Cc1ccc2c(c1)COc1c3ccc(C(=O)N[C@@H](C)CO)cc3nn1-2
Gap between HOMO and LUMO: 0.295 hartree
Lowest unoccupied orbital energy: -0.0086 Ha

```
! wB97M-V def2-TZVPD RIJCOSX def2/J DEFGRID3
* xyz 0 1
C -7.37354 -1.55931 -0.13645
C -5.85229 -1.09710 -0.14117
C -4.80197 -1.90567 -0.03368
C -3.59513 -1.60077 0.05912
C -3.35692 -0.38601 -0.09003
C -4.46818 0.63678 -0.00736
C -5.80524 0.14566 0.00129
H -6.53896 1.01102 -0.38487
C -4.10932 2.21085 -0.11444
H -4.70574 2.73440 -0.63302
H -4.16660 2.74445 1.04159
O -2.86468 2.56246 -0.63978
C -1.78366 1.40172 -0.30159
N -2.06501 0.38202 0.15334
N -1.00970 -0.45501 0.25989
C -0.04497 0.37015 0.37475
C 1.43235 -0.01298 0.47429
C 2.23910 1.13049 0.30440
C 1.92754 2.59086 -0.18968
C 0.47176 2.80783 -0.19123
C -0.46832 1.71199 -0.21515
H 0.03751 3.84150 -0.42392
H 2.56725 3.36593 -0.18017
C 3.68570 1.07092 0.58048
O 4.46013 2.08379 0.57747
N 4.31170 -0.17959 0.05681
H 3.61138 -1.07242 -0.32427
C 5.66084 -0.40022 0.14144
C 5.70846 -1.79626 1.22077
H 6.87368 -1.99488 1.37661
H 5.31354 -1.44067 2.00900
H 5.30419 -2.67625 0.54830
H 6.16461 0.35277 0.61154
C 6.16628 -0.97773 -1.25343
O 7.54275 -1.11991 -1.24356
H 7.82896 -1.60362 -0.64655
H 5.69009 -1.71270 -1.83229
H 6.00764 0.03462 -1.60808
H 1.69349 -0.79039 0.75052
H -2.94292 -2.12944 0.27269
H -5.09709 -3.13092 0.17748
H -8.00042 -1.52598 1.01608
H -8.12234 -0.92446 -0.79362
H -7.52596 -2.69786 -0.62355
*
```

***

[5]
This record from the Open Molecules 2025 dataset describes one molecule with the formula C2H4N2O2 at a distorted geometry. The level of theory is ωB97M-V/def2-TZVPD.

ΔE to the lowest compared entry with this formula, charge and spin: 138.6 kcal per mole
SMILES: [O-][N+]1=NCCO1
Gap between HOMO and LUMO: 0.384 hartree
Lowest unoccupied orbital energy: 0.0201 Ha

```
! wB97M-V def2-TZVPD RIJCOSX def2/J DEFGRID3
* xyz 0 1
C -0.31978 -0.81652 -0.17155
C -0.37333 0.77144 0.19260
N -1.64423 -1.20792 -0.03607
N -2.43398 -0.15704 0.00293
O -3.60227 -0.05053 0.01688
O -1.71084 1.12164 0.01007
H 0.32313 -0.81057 -1.14384
H 0.31507 -1.43993 0.47293
H 0.03893 1.27000 1.08036
H 0.20548 1.23719 -0.52358
*
```

***

[6]
This record from the Open Molecules 2025 dataset describes C12H22Cl8MgO4 as an isolated structure at a distorted geometry. The level of theory is ωB97M-V/def2-TZVPD.

ΔE to the lowest compared entry with this formula, charge and spin: 35.2 kcal per mole
Gap between HOMO and LUMO: 0.292 hartree
Lowest unoccupied orbital energy: -0.0491 Ha

```
! wB97M-V def2-TZVPD RIJCOSX def2/J DEFGRID3
* xyz 0 1
Mg -3.69386 -26.32233 8.65437
C -7.03518 -27.70199 10.83806
C -5.80073 -27.94955 10.02110
O -5.05761 -26.94770 9.86379
O -5.53576 -29.04258 9.54972
H -7.55151 -28.64205 11.03248
H -7.67818 -27.08045 10.21489
H -6.76302 -27.09241 11.69972
C -2.55448 -23.27271 10.63120
C -2.89404 -24.33287 9.57623
O -2.20013 -25.36951 9.51821
O -3.96289 -24.35122 8.93203
H -1.66053 -22.81860 10.20373
H -2.45982 -23.77674 11.59302
H -3.33821 -22.51519 10.62612
Cl -7.08206 -24.21521 10.96024
C -6.64130 -22.76052 10.09867
C -7.68342 -21.75273 9.87173
Cl -8.06146 -20.78181 11.32192
H -6.25225 -23.19706 9.17879
H -5.83439 -22.18487 10.55213
H -8.59784 -22.33131 9.74066
H -7.42598 -21.10512 9.03362
Cl -2.92872 -19.85764 6.71497
C -1.50270 -20.68587 7.25985
C -1.44738 -22.09540 6.61638
Cl -1.07722 -21.75037 4.90001
H -1.44025 -20.80636 8.34137
H -0.67645 -20.06900 6.90645
H -2.27211 -22.78379 6.80086
H -0.55789 -22.64884 6.91739
Cl 3.08286 -23.91165 9.83839
C 1.48151 -23.69941 10.52611
C 1.53587 -22.66031 11.66055
Cl 1.79013 -21.09905 10.94000
H 1.13237 -24.68009 10.84930
H 0.79357 -23.55535 9.69299
H 2.33838 -22.82179 12.38028
H 0.72670 -22.61234 12.38928
Cl -3.01866 -24.46711 5.07413
C -4.33917 -23.29525 4.73244
C -5.15810 -22.90539 5.94840
Cl -6.20731 -21.65438 5.44226
H -4.98533 -23.77745 3.99891
H -3.86469 -22.44067 4.25009
H -4.57694 -22.59830 6.81791
H -5.65450 -23.84754 6.18087
*
```

***

[7]
This record from the Open Molecules 2025 dataset describes a 2-piece molecular cluster, C5H13N overall at a distorted geometry. The level of theory is ωB97M-V/def2-TZVPD.

ΔE to the lowest compared entry with this formula, charge and spin: 102.6 kcal per mole
Gap between HOMO and LUMO: 0.267 hartree
Lowest unoccupied orbital energy: 0.0257 Ha

```
! wB97M-V def2-TZVPD RIJCOSX def2/J DEFGRID3
* xyz 0 1
C -1.62553 -0.08939 0.12724
C 0.55394 -1.69736 -1.32950
C -0.32359 0.49805 -0.33879
C -0.24625 1.60772 -1.10125
H -1.49616 -1.08576 0.54791
H -2.09393 0.53874 0.89246
H 1.32129 -1.37734 -2.03975
H -0.36734 -1.79702 -1.90237
H 0.82366 -2.69031 -0.95096
H -2.30137 -0.17295 -0.72124
H -1.09306 1.91299 -1.69636
H 0.70082 2.07704 -1.33295
C 0.69425 0.52837 1.99078
N 0.82596 0.19462 0.54940
H 1.64610 0.65507 0.16130
H 1.00043 -0.92061 0.11502
H 1.63016 0.30232 2.49920
H -0.10839 -0.06899 2.41627
H 0.45899 1.58482 2.11359
*
```

***

[8]
This record from the Open Molecules 2025 dataset describes a 3-piece molecular cluster, C7H11N2O5 overall at a distorted geometry. The level of theory is ωB97M-V/def2-TZVPD.

ΔE to the lowest compared entry with this formula, charge and spin: 0.0 kcal per mole
Gap between HOMO and LUMO: 0.331 hartree
Lowest unoccupied orbital energy: -0.1350 Ha

```
! wB97M-V def2-TZVPD RIJCOSX def2/J DEFGRID3
* xyz 1 1
C -2.54191 -1.27370 -2.87786
C -1.96075 -3.12713 0.05567
C 0.07351 1.24462 0.38281
C -0.03210 0.48792 -0.84927
C 0.15350 1.08213 2.86885
C 0.86718 -0.69467 1.49241
C 2.00128 1.01621 -1.83716
N 0.33454 0.61922 1.54010
N 0.74388 0.25054 -1.83700
O -3.54087 -1.74608 -2.60130
O -1.35308 -2.26389 -0.44046
O -0.46402 2.42248 0.54221
O -1.63316 -0.65223 -3.18660
O -2.48560 -4.00557 0.55463
H -0.80715 0.92376 3.18267
H 0.93247 0.68525 3.53417
H 0.10608 2.15376 3.07701
H 0.73255 -1.25664 0.64953
H 1.87950 -0.87367 1.69175
H 0.47829 -1.24032 2.27107
H 2.41373 1.20952 -0.83104
H 2.71093 0.39900 -2.27723
H 1.85315 1.97207 -2.43328
H 0.65309 -0.20086 -2.72230
H -1.11503 2.86827 0.05063
*
```

***

Number 7 is which compound?
C5H13N

***

Please write out number 6 again, unchanged.
This record from the Open Molecules 2025 dataset describes C12H22Cl8MgO4 as an isolated structure at a distorted geometry. The level of theory is ωB97M-V/def2-TZVPD.

ΔE to the lowest compared entry with this formula, charge and spin: 35.2 kcal per mole
Gap between HOMO and LUMO: 0.292 hartree
Lowest unoccupied orbital energy: -0.0491 Ha

```
! wB97M-V def2-TZVPD RIJCOSX def2/J DEFGRID3
* xyz 0 1
Mg -3.69386 -26.32233 8.65437
C -7.03518 -27.70199 10.83806
C -5.80073 -27.94955 10.02110
O -5.05761 -26.94770 9.86379
O -5.53576 -29.04258 9.54972
H -7.55151 -28.64205 11.03248
H -7.67818 -27.08045 10.21489
H -6.76302 -27.09241 11.69972
C -2.55448 -23.27271 10.63120
C -2.89404 -24.33287 9.57623
O -2.20013 -25.36951 9.51821
O -3.96289 -24.35122 8.93203
H -1.66053 -22.81860 10.20373
H -2.45982 -23.77674 11.59302
H -3.33821 -22.51519 10.62612
Cl -7.08206 -24.21521 10.96024
C -6.64130 -22.76052 10.09867
C -7.68342 -21.75273 9.87173
Cl -8.06146 -20.78181 11.32192
H -6.25225 -23.19706 9.17879
H -5.83439 -22.18487 10.55213
H -8.59784 -22.33131 9.74066
H -7.42598 -21.10512 9.03362
Cl -2.92872 -19.85764 6.71497
C -1.50270 -20.68587 7.25985
C -1.44738 -22.09540 6.61638
Cl -1.07722 -21.75037 4.90001
H -1.44025 -20.80636 8.34137
H -0.67645 -20.06900 6.90645
H -2.27211 -22.78379 6.80086
H -0.55789 -22.64884 6.91739
Cl 3.08286 -23.91165 9.83839
C 1.48151 -23.69941 10.52611
C 1.53587 -22.66031 11.66055
Cl 1.79013 -21.09905 10.94000
H 1.13237 -24.68009 10.84930
H 0.79357 -23.55535 9.69299
H 2.33838 -22.82179 12.38028
H 0.72670 -22.61234 12.38928
Cl -3.01866 -24.46711 5.07413
C -4.33917 -23.29525 4.73244
C -5.15810 -22.90539 5.94840
Cl -6.20731 -21.65438 5.44226
H -4.98533 -23.77745 3.99891
H -3.86469 -22.44067 4.25009
H -4.57694 -22.59830 6.81791
H -5.65450 -23.84754 6.18087
*
```

***

The highest ΔE to the lowest compared entry with this formula, charge and spin belongs to which entry?
C19H19N3O3